1.
Here is a structure of composition C19H9BCl5F2NO4PtS from OMol25. Energies are from the ωB97M-V functional and the def2-TZVPD basis.

HOMO-LUMO gap (spin up / spin down): 7.38 / 5.43 eV
ΔE to the lowest compared entry with this formula, charge and spin: 27.08 kcal per mole
charge: 0
spin multiplicity: 5
<S²>: 6.05
E_HOMO (spin up / spin down): -0.273 / -0.326 hartree

Cartesian coordinates (Å):
Pt 0.19 1.33 -0.24
O -1.24 0.92 4.36
C -0.74 1.25 3.16
O -1.67 1.51 2.24
C 0.64 1.20 2.95
C 1.50 0.99 4.06
C 2.85 1.05 3.89
C 3.37 1.31 2.61
C 2.49 1.45 1.57
N 1.15 1.38 1.70
C 3.05 1.67 0.17
O 4.22 1.93 0.03
O 2.18 1.55 -0.80
H -2.19 1.05 4.33
H 1.06 0.80 5.03
H 3.52 0.90 4.73
H 4.42 1.40 2.41
Cl -1.41 3.92 -1.76
C -1.20 2.50 -2.72
C -0.50 1.42 -2.18
C -0.15 0.41 -3.09
Cl 1.00 -0.80 -2.60
C -0.62 0.38 -4.40
Cl -0.21 -0.93 -5.44
C -1.42 1.42 -4.86
Cl -2.05 1.38 -6.46
C -1.68 2.50 -4.03
Cl -2.60 3.83 -4.61
F -2.62 2.35 0.36
B -1.57 2.43 1.18
F -0.95 3.60 1.41
S -0.81 -0.92 0.67
C -0.75 -2.55 0.10
C -0.44 -3.55 1.05
C -0.38 -4.87 0.66
C -0.69 -5.22 -0.66
C -1.05 -4.24 -1.58
C -1.06 -2.91 -1.21
H -0.24 -3.27 2.07
H -0.11 -5.63 1.37
H -0.66 -6.26 -0.96
H -1.31 -4.52 -2.59
H -1.34 -2.15 -1.93

natural (NBO) population analysis, charges in e, atoms 1 to 6:
1 Pt 0.963
2 O -0.651
3 C 0.649
4 O -0.703
5 C 0.019
6 C -0.199

=====

2.
Here is a structure of composition C23H13BaCl6N3O14 in a non-equilibrium geometry from OMol25. Energies are from the ωB97M-V functional and the def2-TZVPD basis.

HOMO-LUMO gap: 5.72 eV
ΔE to the lowest compared entry with this formula, charge and spin: 30.30 kcal per mole
charge: -2
spin multiplicity: 1
E_HOMO: -0.078 hartree

Cartesian coordinates (Å):
Ba -0.30 0.42 1.18
O 1.88 -3.36 0.13
C 0.79 -2.60 0.17
O 0.82 -1.42 -0.06
C -0.52 -3.33 0.46
O -1.66 -2.52 0.34
C -1.96 -2.07 -0.97
C -2.40 -0.59 -1.05
O -2.72 -0.19 -2.17
O -2.39 0.04 0.04
H 2.66 -2.79 0.33
H -0.48 -3.67 1.50
H -0.56 -4.21 -0.19
H -2.80 -2.64 -1.40
H -1.10 -2.20 -1.63
O 3.32 -3.66 4.22
C 2.57 -2.87 3.67
C 2.92 -1.80 2.68
O 3.83 -1.87 1.83
C 1.87 -0.79 2.80
C 0.66 -1.51 3.27
O -0.54 -1.09 3.21
C 1.07 -2.84 3.74
O 0.34 -3.80 4.02
O 1.91 0.40 2.37
O 0.92 6.33 -1.46
C 1.35 5.57 -2.44
O 1.89 6.02 -3.43
C 1.14 4.10 -2.29
C 1.51 3.16 -3.23
Cl 2.17 3.32 -4.80
N 1.18 1.95 -2.76
N 0.61 2.03 -1.54
C 0.58 3.32 -1.25
C -0.05 3.76 0.07
O -0.13 4.99 0.28
O -0.45 2.84 0.79
C 1.35 0.66 -3.34
C 2.60 0.27 -3.81
C 2.74 -1.00 -4.36
C 1.65 -1.85 -4.43
C 0.42 -1.44 -3.95
C 0.25 -0.18 -3.40
H 0.47 5.77 -0.72
H 3.44 0.94 -3.72
H 3.71 -1.31 -4.72
H 1.76 -2.84 -4.85
H -0.44 -2.10 -4.00
H -0.72 0.14 -3.04
Cl 0.52 0.98 6.20
C -1.05 1.25 5.40
Cl -0.94 2.30 4.00
H -1.70 1.73 6.13
H -1.43 0.29 5.06
Cl -6.90 -0.10 2.39
C -5.31 -0.10 1.52
Cl -5.00 -1.73 0.95
Cl -5.36 1.07 0.23
C -4.32 0.26 2.55
N -3.70 0.55 3.47

Löwdin population analysis, charges in e, atoms 1 to 6:
1 Ba 2.160
2 O 0.139
3 C -0.503
4 O -0.097
5 C -0.098
6 O -0.140

=====

3.
Here is an isolated molecule of C9H5NO2 in a non-equilibrium geometry from OMol25. Energies are from the ωB97M-V functional and the def2-TZVPD basis.

SMILES string: O=C1C=Cc2ncccc2C1=O
HOMO-LUMO gap: 8.07 eV
ΔE to the lowest compared entry with this formula, charge and spin: 101.95 kcal per mole
charge: 0
spin multiplicity: 1
E_HOMO: -0.353 hartree

Cartesian coordinates (Å):
O -3.77 -0.35 0.20
C -2.57 0.06 0.11
C -2.03 1.38 0.00
C -0.81 1.66 -0.29
C 0.32 0.75 -0.36
N 1.53 1.16 -0.43
C 2.61 0.37 0.21
C 2.39 -1.12 0.02
C 1.07 -1.56 -0.08
C 0.13 -0.59 -0.17
C -1.43 -0.95 -0.17
O -1.77 -2.10 -0.42
H -2.64 2.12 0.43
H -0.58 2.69 -0.39
H 3.68 0.75 0.87
H 3.20 -1.76 0.64
H 0.67 -2.50 -0.15

natural (NBO) population analysis, charges in e, atoms 1 to 6:
1 O -0.454
2 C 0.435
3 C -0.288
4 C -0.108
5 C 0.148
6 N -0.414

=====

4.
Here is a cluster of 6 separate species, C25H36BBr2F3O16 in total in a non-equilibrium geometry from OMol25. Energies are from the ωB97M-V functional and the def2-TZVPD basis.

SMILES string: C/C(Br)=C(/Br)BCOC(F)(F)F.C[C@@H]1COC(=O)O1.C[C@@H]1COC(=O)O1.C[C@@H]1COC(=O)O1.C[C@@H]1COC(=O)O1.C[C@@H]1COC(=O)O1
HOMO-LUMO gap: 8.09 eV
charge: 0
spin multiplicity: 1
E_HOMO: -0.327 hartree

Cartesian coordinates (Å):
C -1.52 1.88 -0.32
C -1.32 3.33 -0.93
Br -0.03 4.55 -0.01
C -1.99 3.77 -2.10
Br -1.65 5.60 -2.82
B -3.03 2.73 -2.82
C -4.61 2.96 -2.41
O -5.24 1.75 -1.89
C -5.98 1.99 -0.74
F -6.85 3.08 -0.83
F -6.80 0.86 -0.54
F -5.16 2.07 0.42
H -1.10 1.77 0.74
H -0.89 1.18 -0.97
H -2.59 1.52 -0.27
H -2.67 1.86 -3.53
H -5.15 3.23 -3.38
H -4.70 3.86 -1.73
C -3.53 4.94 3.24
C -2.19 5.25 3.86
C -2.20 6.44 4.77
O -0.84 6.88 4.69
C -0.37 6.49 3.48
O 0.66 6.86 3.00
O -1.24 5.64 2.86
H -3.43 4.15 2.49
H -4.25 4.61 4.00
H -3.94 5.81 2.72
H -1.79 4.36 4.36
H -2.46 6.18 5.79
H -2.85 7.25 4.42
C 1.08 -4.03 -0.98
C 0.50 -2.77 -0.36
C 0.51 -1.57 -1.27
O 0.55 -0.49 -0.33
C 1.17 -0.97 0.78
O 1.54 -0.28 1.69
O 1.32 -2.32 0.73
H 1.16 -4.81 -0.23
H 0.45 -4.39 -1.79
H 2.08 -3.85 -1.37
H -0.50 -2.97 0.03
H -0.38 -1.51 -1.88
H 1.39 -1.51 -1.91
C 0.48 -1.37 4.41
C 0.76 -0.76 5.76
C 1.85 -1.45 6.52
O 1.51 -1.16 7.87
C 0.16 -0.98 7.90
O -0.50 -0.91 8.90
O -0.35 -0.92 6.64
H -0.41 -0.91 3.96
H 1.32 -1.23 3.73
H 0.27 -2.44 4.49
H 0.96 0.31 5.65
H 2.84 -1.05 6.28
H 1.86 -2.53 6.39
C -1.00 -3.08 -6.95
C -0.72 -2.49 -5.59
C 0.37 -3.18 -4.83
O 0.02 -2.92 -3.47
C -1.34 -2.75 -3.45
O -2.00 -2.69 -2.46
O -1.84 -2.66 -4.71
H -1.89 -2.62 -7.39
H -0.16 -2.93 -7.62
H -1.21 -4.15 -6.88
H -0.53 -1.41 -5.68
H 1.36 -2.79 -5.06
H 0.38 -4.27 -4.98
C 6.40 -2.62 -0.59
C 6.18 -3.29 -1.92
C 6.30 -2.37 -3.10
O 5.47 -3.00 -4.07
C 4.53 -3.70 -3.38
O 3.56 -4.20 -3.87
O 4.83 -3.75 -2.05
H 6.17 -3.31 0.23
H 7.44 -2.29 -0.49
H 5.75 -1.75 -0.47
H 6.84 -4.16 -2.02
H 7.32 -2.29 -3.47
H 5.90 -1.36 -2.91

Löwdin population analysis, charges in e, atoms 1 to 6:
1 C -0.108
2 C -0.667
3 Br 0.669
4 C -0.623
5 Br 0.612
6 B -0.062

=====

5.
Here is an isolated molecule of CH3IO2 in a non-equilibrium geometry from OMol25. Energies are from the ωB97M-V functional and the def2-TZVPD basis.

HOMO-LUMO gap (spin up / spin down): 5.88 / 6.39 eV
ΔE to the lowest compared entry with this formula, charge and spin: 4.99 kcal per mole
charge: 0
spin multiplicity: 3
<S²>: 2.01
E_HOMO (spin up / spin down): -0.196 / -0.353 hartree

Cartesian coordinates (Å):
C 0.28 -0.20 -0.17
O -0.33 0.68 0.56
O 0.08 -1.43 0.30
I 2.61 0.12 -0.03
H 0.05 -0.06 -1.16
H -0.88 1.43 0.05
H 0.27 -1.40 1.19

natural (NBO) population analysis, charges in e, atoms 1 to 6:
1 C 0.201
2 O -0.744
3 O -0.687
4 I 0.149
5 H 0.120
6 H 0.490

=====

6.
Here is the ion C3H9N4 with charge +1 in a non-equilibrium geometry from OMol25. Energies are from the ωB97M-V functional and the def2-TZVPD basis.

SMILES string: [H]/N=N/[NH+]=C(/C)NC
HOMO-LUMO gap: 10.37 eV
ΔE to the lowest compared entry with this formula, charge and spin: 73.62 kcal per mole
charge: +1
spin multiplicity: 1
E_HOMO: -0.543 hartree

Cartesian coordinates (Å):
H -3.11 -1.51 -0.87
N -2.29 -1.33 -1.34
N -1.45 -1.00 -0.49
N -0.39 -0.43 -1.13
C 0.46 0.30 -0.42
C 1.47 1.21 -1.03
N 0.39 0.39 0.91
C -0.14 -0.45 1.94
H -0.19 -0.67 -2.16
H 2.41 0.67 -0.89
H 1.25 1.29 -2.10
H 1.54 2.14 -0.41
H 0.80 1.32 1.28
H -1.07 -0.92 1.62
H 0.49 -1.25 2.16
H -0.17 0.23 2.92

natural (NBO) population analysis, charges in e, atoms 1 to 6:
1 H 0.353
2 N -0.275
3 N 0.020
4 N -0.420
5 C 0.567
6 C -0.663

=====

7.
Here is a cluster of 2 separate species, C5H10ClN in total in a non-equilibrium geometry from OMol25. Energies are from the ωB97M-V functional and the def2-TZVPD basis.

SMILES string: [H]/N=C(/C)C(=C)C.Cl
HOMO-LUMO gap: 9.89 eV
ΔE to the lowest compared entry with this formula, charge and spin: 40.00 kcal per mole
charge: 0
spin multiplicity: 1
E_HOMO: -0.340 hartree

Cartesian coordinates (Å):
H 1.96 -0.62 1.32
N 2.10 -0.51 0.32
C 1.35 0.29 -0.34
C 1.65 0.70 -1.75
C 0.04 0.69 0.25
C -0.51 1.96 0.02
C -0.57 -0.21 1.19
H 0.81 0.71 -2.33
H 2.42 0.12 -2.22
H 2.10 1.69 -1.66
H -1.53 2.32 0.44
H 0.02 2.58 -0.64
H -1.04 0.41 2.00
H 0.19 -0.79 1.80
H -1.12 -1.03 0.87
Cl -1.40 -3.60 1.52
H -1.46 -2.90 2.60

natural (NBO) population analysis, charges in e, atoms 1 to 6:
1 H 0.342
2 N -0.630
3 C 0.289
4 C -0.662
5 C -0.064
6 C -0.373